Entry 1:
This record from OMol25 describes a cluster of 4 separate species, C16H29BFN4O4 in total. The level of theory is wB97M-V/def2-TZVPD.

Last column: Löwdin charge in e.
Atoms and positions in Å:
C -0.179 -0.529 3.624  -0.146
N -0.779 -0.726 2.312  -0.103
C -0.567 0.405 1.414  -0.186
C -1.222 0.198 0.048  -0.286
O -0.702 1.110 -0.885  0.031
B 0.161 0.307 -1.781  -0.925
F 1.396 -0.025 -1.049  0.017
C 0.515 1.025 -3.184  -0.053
C 1.936 1.599 -3.283  -0.185
C 2.043 3.025 -3.780  -0.175
O 1.726 3.947 -2.711  -0.015
C 0.456 4.366 -2.585  -0.550
C 0.210 4.872 -1.195  0.020
O -0.346 4.370 -3.483  0.088
O -0.618 -0.945 -1.916  0.026
C -1.046 -1.212 -0.597  -0.354
C -2.323 -2.042 -0.612  -0.040
H -0.910 -0.060 4.288  0.055
H 0.079 -1.490 4.069  0.067
H 0.723 0.099 3.594  0.072
H -0.377 -1.553 1.890  0.020
H -1.028 1.280 1.888  0.107
H 0.491 0.653 1.244  0.117
H -2.293 0.424 0.162  0.129
H 0.373 0.269 -3.962  0.096
H -0.223 1.806 -3.384  0.091
H 2.425 1.564 -2.308  0.106
H 2.548 0.997 -3.965  0.110
H 1.405 3.235 -4.639  0.117
H 3.073 3.257 -4.053  0.112
H -0.845 5.103 -1.086  0.084
H 0.807 5.770 -1.026  0.082
H 0.520 4.123 -0.471  0.088
H -0.273 -1.826 -0.126  0.093
H -2.400 -2.652 0.293  0.060
H -2.302 -2.702 -1.479  0.073
H -3.214 -1.412 -0.657  0.069
C 1.070 -5.308 -0.365  -0.071
C 0.518 -4.378 0.607  -0.248
N 0.094 -3.640 1.377  0.177
H 0.290 -5.973 -0.733  0.080
H 1.524 -4.767 -1.192  0.088
H 1.841 -5.888 0.138  0.068
C 2.843 -1.984 1.924  -0.066
C 3.357 -3.167 1.254  -0.278
N 3.772 -4.060 0.663  0.132
H 2.310 -2.273 2.827  0.070
H 3.664 -1.317 2.179  0.085
H 2.151 -1.468 1.256  0.073
C -3.895 1.173 2.793  -0.074
C -3.675 1.405 4.214  -0.293
N -3.442 1.555 5.329  0.113
H -3.330 0.290 2.483  0.067
H -4.954 1.019 2.596  0.079
H -3.542 2.028 2.220  0.084

HOMO level = -5.290 eV
total charge = -1
E = -1271.94887 Eh
maximum force = 0.59 eV/A


Entry 2:
This record from OMol25 describes a cluster of 12 separate species, C33H71Br2F2N7O22S2 in total. The level of theory is wB97M-V/def2-TZVPD.

Last column: Löwdin charge in e.
Atoms and positions in Å:
C 0.993 1.091 1.444  -0.041
C 1.245 0.178 0.200  -0.130
N -0.046 -0.266 -0.615  -0.152
C 0.339 -1.095 -1.876  0.008
C -0.868 -1.253 0.351  -0.080
C -2.220 -1.763 -0.351  -0.026
C -0.824 1.081 -0.981  -0.029
C -0.127 2.301 -1.698  -0.122
O 0.794 1.657 -2.597  -0.217
C 1.520 2.596 -3.307  -0.114
H 1.917 1.206 2.011  0.064
H 0.371 0.573 2.173  0.065
H 0.515 2.048 1.235  0.072
H 1.791 -0.724 0.478  0.071
H 1.812 0.656 -0.598  0.095
H 1.266 -0.872 -2.405  0.082
H -0.450 -1.127 -2.627  0.092
H 0.534 -2.086 -1.465  0.064
H -1.136 -0.706 1.254  0.093
H -0.177 -2.020 0.701  0.103
H -2.010 -2.418 -1.196  0.058
H -2.870 -0.922 -0.592  0.051
H -2.878 -2.256 0.365  0.062
H -1.239 1.398 -0.024  0.108
H -1.765 0.864 -1.486  0.100
H 0.407 2.953 -1.007  0.108
H -0.936 2.838 -2.193  0.108
H 0.886 3.369 -3.742  0.079
H 2.120 2.119 -4.082  0.083
H 2.332 3.003 -2.704  0.079
C -4.323 1.767 -0.476  -0.038
C -4.392 2.512 -1.604  -0.440
C -5.487 2.317 -2.604  -0.427
O -5.709 3.224 -3.516  -0.101
C -6.462 1.366 -2.529  -0.035
C -6.404 0.472 -1.340  -0.350
C -5.295 0.628 -0.258  -0.379
O -5.355 -0.195 0.641  -0.040
O -7.192 -0.512 -1.208  -0.093
O -3.567 3.498 -1.680  -0.080
H -3.498 1.811 0.219  0.061
H -7.217 1.267 -3.296  0.087
N -2.993 5.435 -4.371  -0.195
S -1.473 5.607 -4.402  0.388
O -0.985 6.974 -4.360  -0.321
O -0.858 4.561 -5.200  -0.342
F -1.096 5.069 -2.930  -0.219
S -3.082 6.031 -5.999  0.543
O -3.109 5.121 -7.065  -0.278
O -2.788 7.429 -6.182  -0.301
F -4.713 6.047 -5.841  -0.252
C 5.489 -0.234 -2.249  0.057
N 5.334 -0.373 -0.774  -0.415
O 6.343 -0.618 -0.121  0.039
O 4.258 -0.171 -0.232  0.065
H 5.934 -1.195 -2.510  0.099
H 6.187 0.546 -2.552  0.106
H 4.548 -0.224 -2.798  0.097
C 4.602 -3.051 2.244  0.042
N 3.281 -2.443 2.061  -0.436
O 2.847 -1.709 2.934  0.069
O 2.618 -2.818 1.123  0.054
H 4.765 -3.147 3.318  0.100
H 5.296 -2.278 1.912  0.090
H 4.797 -4.005 1.756  0.103
C -2.901 0.964 -4.601  0.092
N -3.025 -0.454 -4.057  -0.418
O -3.577 -0.558 -2.963  0.077
O -2.329 -1.227 -4.628  0.015
H -3.892 1.175 -5.002  0.112
H -2.010 0.985 -5.229  0.093
H -2.733 1.609 -3.738  0.087
C -4.567 0.184 4.138  0.059
N -3.088 0.312 3.723  -0.397
O -2.732 1.024 2.796  0.061
O -2.274 -0.401 4.315  -0.005
H -4.857 -0.866 4.103  0.097
H -5.094 0.980 3.611  0.100
H -4.841 0.344 5.181  0.078
C 0.407 -2.484 -5.325  0.045
N 1.702 -2.456 -4.623  -0.445
O 1.952 -3.161 -3.688  0.059
O 2.491 -1.646 -5.132  0.033
H -0.184 -2.987 -4.559  0.087
H 0.468 -3.056 -6.251  0.112
H 0.047 -1.459 -5.410  0.098
Br -2.576 -4.735 2.791  0.564
C -2.356 -5.835 1.142  -0.664
C -3.682 -5.622 0.266  -0.577
Br -3.175 -6.563 -1.423  0.618
H -2.121 -6.884 1.322  0.045
H -1.442 -5.480 0.665  -0.001
H -3.890 -4.573 0.055  0.045
H -4.582 -6.061 0.697  0.053
C 1.332 -1.056 6.317  -0.075
C 1.964 0.293 5.929  -0.267
O 3.058 0.735 6.754  -0.157
C 3.724 1.894 6.240  -0.260
C 4.076 1.926 4.718  -0.073
H 0.611 -1.411 5.580  0.073
H 2.079 -1.832 6.483  0.069
H 0.749 -0.988 7.236  0.065
H 2.261 0.060 4.906  0.082
H 1.132 0.998 5.935  0.122
H 3.082 2.722 6.539  0.109
H 4.704 1.995 6.707  0.104
H 3.145 1.989 4.154  0.053
H 4.559 0.972 4.505  0.072
H 4.867 2.668 4.606  0.071
C 2.683 4.507 0.563  -0.078
C 2.545 5.074 1.937  -0.300
O 2.083 6.402 1.792  -0.142
C 1.850 7.238 2.940  -0.262
C 1.093 6.596 4.080  -0.099
H 2.732 3.419 0.569  0.061
H 1.815 4.779 -0.037  0.082
H 3.524 4.933 0.016  0.079
H 1.755 4.571 2.495  0.107
H 3.489 4.914 2.458  0.115
H 2.769 7.658 3.351  0.104
H 1.304 8.151 2.706  0.113
H 0.809 7.288 4.873  0.072
H 1.707 5.802 4.503  0.064
H 0.116 6.243 3.750  0.085
C -0.049 -4.910 -1.811  -0.081
C 0.805 -5.590 -0.715  -0.280
O 0.508 -6.897 -0.342  -0.181
C 1.529 -7.578 0.328  -0.279
C 0.858 -8.900 0.714  -0.063
H 0.378 -3.946 -2.087  0.028
H -0.178 -5.458 -2.744  0.079
H -1.066 -4.750 -1.454  0.007
H 1.819 -5.548 -1.113  0.113
H 0.773 -4.931 0.152  0.107
H 2.410 -7.645 -0.310  0.112
H 1.860 -7.014 1.200  0.116
H 1.656 -9.602 0.955  0.068
H 0.074 -9.276 0.057  0.079
H 0.273 -8.701 1.612  0.067

HOMO level = -0.417 eV
total charge = -2
E = -9481.90123 Eh
maximum force = 7.77 eV/A


Entry 3:
This record from OMol25 describes a structure of composition C42H44O3P2SSn. The level of theory is wB97M-V/def2-TZVPD.

Last column: Löwdin charge in e.
Atoms and positions in Å:
Sn 1.627 -0.681 0.146  1.320
C -3.144 0.915 3.846  -0.106
C -3.917 0.908 2.733  -0.104
C -4.362 2.111 1.958  -0.204
C -3.215 2.909 1.291  -0.194
C -2.547 3.953 2.132  -0.120
C -2.656 4.196 3.439  -0.115
C -3.410 3.445 4.485  -0.205
C -2.933 2.005 4.838  -0.188
C 2.701 0.970 1.186  -0.318
H -2.602 0.010 4.122  0.100
H -4.164 -0.040 2.241  0.084
H -4.966 2.791 2.566  0.097
H -4.993 1.752 1.124  0.108
H -2.433 2.231 0.894  0.113
H -3.651 3.419 0.413  0.109
H -1.829 4.566 1.565  0.101
H -2.083 5.033 3.856  0.099
H -4.485 3.438 4.269  0.101
H -3.269 4.017 5.423  0.108
H -1.876 2.001 5.151  0.110
H -3.495 1.721 5.746  0.117
H 3.170 0.486 2.046  -0.025
H 2.124 1.842 1.514  0.000
H 3.489 1.279 0.496  -0.049
P 0.209 -2.488 -2.472  0.967
P 2.421 0.076 -3.276  0.990
C -0.232 -0.818 -3.084  -0.390
C 0.657 -0.036 -3.750  -0.374
C -0.259 -3.376 -4.080  -0.363
C -1.202 -2.877 -4.994  -0.100
C -1.395 -3.478 -6.244  -0.085
C -0.667 -4.612 -6.602  -0.090
C 0.258 -5.138 -5.695  -0.091
C 0.461 -4.532 -4.453  -0.107
C -1.327 -2.602 -1.451  -0.403
C -1.516 -1.584 -0.501  -0.187
C -2.335 -1.784 0.610  -0.075
C -3.297 -2.797 0.554  -0.074
C -3.266 -3.710 -0.513  -0.077
C -2.225 -3.680 -1.460  -0.079
C 2.935 0.465 -5.061  -0.351
C 2.500 -0.367 -6.121  -0.108
C 2.748 -0.028 -7.454  -0.090
C 3.458 1.128 -7.773  -0.096
C 3.949 1.932 -6.742  -0.083
C 3.711 1.588 -5.400  -0.090
C 2.377 1.797 -2.632  -0.426
C 3.527 2.236 -1.937  -0.151
C 3.583 3.531 -1.436  -0.089
C 2.513 4.405 -1.621  -0.076
C 1.362 3.967 -2.286  -0.069
C 1.289 2.658 -2.771  -0.086
H -1.277 -0.499 -2.954  0.087
H 0.328 0.601 -4.590  0.093
H -1.772 -1.981 -4.748  0.098
H -2.122 -3.046 -6.935  0.104
H -0.823 -5.070 -7.578  0.104
H 0.816 -6.030 -5.978  0.103
H 1.200 -4.958 -3.772  0.098
H -0.992 -0.628 -0.626  0.041
H -2.193 -1.148 1.485  0.095
H -4.064 -2.846 1.328  0.105
H -4.043 -4.467 -0.590  0.101
H -2.138 -4.463 -2.218  0.104
H 1.928 -1.271 -5.890  0.100
H 2.376 -0.676 -8.251  0.105
H 3.627 1.397 -8.815  0.102
H 4.513 2.829 -6.988  0.102
H 4.121 2.232 -4.621  0.094
H 4.357 1.543 -1.771  0.107
H 4.467 3.866 -0.886  0.113
H 2.554 5.423 -1.244  0.104
H 0.508 4.621 -2.431  0.103
H 0.380 2.300 -3.256  0.093
C 0.909 -0.407 9.089  -0.061
C 1.002 -0.849 7.656  -0.280
C 0.930 -2.207 7.324  -0.044
C 0.993 -2.610 5.998  -0.054
C 1.192 -1.677 4.969  -0.241
C 1.296 -0.320 5.305  -0.065
C 1.193 0.088 6.628  -0.048
S 1.541 -2.196 3.248  0.470
O 2.964 -1.920 3.097  -0.348
O 1.104 -3.567 3.230  -0.317
O 0.745 -1.304 2.289  -0.548
H 0.026 -0.799 9.614  0.082
H 1.794 -0.749 9.646  0.085
H 0.867 0.686 9.138  0.071
H 0.799 -2.952 8.115  0.118
H 0.884 -3.667 5.740  0.114
H 1.443 0.414 4.510  0.111
H 1.245 1.151 6.893  0.112

HOMO level = -8.441 eV
E = -3147.60079 Eh
ΔE to the lowest compared entry with this formula, charge and spin = 0.000 eV
maximum force = 2.12 eV/A


Entry 4:
This record from OMol25 describes a cluster of 8 separate species, C20H60N6O11 in total. The level of theory is wB97M-V/def2-TZVPD.

Last column: Löwdin charge in e.
Atoms and positions in Å:
N -2.670 3.406 1.562  0.314
H -3.503 3.028 2.023  0.156
H -2.999 3.611 0.616  0.153
H -1.983 2.635 1.519  0.067
H -2.370 4.228 2.079  0.144
N -0.372 0.560 0.247  -0.528
O -0.784 1.621 0.760  -0.067
O -1.197 -0.155 -0.359  -0.067
O 0.809 0.228 0.334  0.010
C 1.286 2.047 -2.603  -0.250
C 0.941 1.945 -4.071  -0.217
O 2.054 2.514 -4.772  -0.074
O 2.428 1.235 -2.346  -0.064
H 0.481 1.766 -1.909  0.101
H 1.373 3.091 -2.278  0.107
H 0.041 2.524 -4.274  0.120
H 0.815 0.918 -4.413  0.118
H 2.860 2.115 -4.429  0.073
H 2.184 0.598 -1.666  0.064
C -3.439 -0.806 -2.941  -0.253
C -4.085 0.550 -2.723  -0.205
O -3.887 0.970 -1.346  -0.114
O -2.039 -0.692 -3.025  -0.059
H -3.753 -1.127 -3.944  0.121
H -3.869 -1.594 -2.315  0.118
H -5.148 0.589 -2.949  0.116
H -3.581 1.318 -3.316  0.115
H -2.953 0.907 -1.108  0.029
H -1.732 -0.368 -2.170  0.023
C 0.863 -6.165 0.685  -0.071
C 0.307 -5.577 -0.590  -0.449
C 0.912 -4.212 -0.895  -0.207
O 0.528 -3.755 -2.179  -0.199
C 0.817 -2.397 -2.443  -0.096
N 0.520 -6.435 -1.742  0.050
H 0.822 -7.259 0.708  0.074
H 0.395 -5.811 1.604  0.073
H 1.950 -6.053 0.774  0.077
H -0.770 -5.407 -0.444  0.109
H 2.001 -4.390 -0.954  0.127
H 0.862 -3.406 -0.155  0.125
H 1.862 -2.158 -2.222  0.090
H 0.145 -1.726 -1.906  0.059
H 0.602 -2.298 -3.505  0.094
H -0.100 -7.229 -1.780  0.072
H 0.482 -5.922 -2.611  0.066
C 3.492 -0.054 3.168  -0.056
C 2.053 -0.109 3.747  -0.410
C 1.467 1.285 3.819  -0.228
O 0.188 1.280 4.440  -0.159
C -0.390 2.566 4.323  -0.119
N 1.287 -1.056 2.931  0.050
H 3.802 -0.939 2.621  0.068
H 4.215 0.173 3.959  0.073
H 3.580 0.772 2.452  0.071
H 2.041 -0.395 4.806  0.135
H 1.463 1.679 2.790  0.108
H 2.095 1.961 4.413  0.129
H -1.245 2.509 5.001  0.091
H -0.753 2.798 3.318  0.047
H 0.289 3.331 4.707  0.091
H 1.090 -0.731 1.985  0.029
H 1.915 -1.835 2.787  0.057
C 3.700 5.433 -2.413  -0.053
C 4.292 5.124 -1.015  -0.415
C 3.411 4.269 -0.114  -0.176
O 2.195 5.023 -0.030  -0.202
C 1.253 4.442 0.834  -0.123
N 5.616 4.514 -1.216  0.024
H 4.420 6.041 -2.952  0.072
H 2.730 5.931 -2.300  0.071
H 3.381 4.541 -2.959  0.065
H 4.440 6.073 -0.496  0.136
H 3.824 4.085 0.878  0.127
H 3.186 3.336 -0.647  0.118
H 0.799 3.570 0.336  0.062
H 0.426 5.121 1.041  0.079
H 1.689 3.975 1.723  0.079
H 5.723 3.675 -1.766  0.069
H 6.120 5.245 -1.704  0.060
C -4.910 -1.908 1.467  -0.068
C -3.477 -2.340 1.687  -0.410
C -2.820 -3.115 0.527  -0.179
O -3.678 -4.162 0.063  -0.195
C -3.528 -5.434 0.650  -0.113
N -2.656 -1.133 1.905  0.053
H -5.018 -1.200 0.638  0.074
H -5.390 -1.467 2.344  0.075
H -5.579 -2.712 1.139  0.075
H -3.384 -3.066 2.505  0.130
H -1.812 -3.409 0.831  0.125
H -2.772 -2.523 -0.390  0.114
H -4.033 -5.401 1.628  0.084
H -2.499 -5.689 0.932  0.071
H -3.969 -6.216 0.039  0.087
H -3.307 -0.361 1.946  0.044
H -2.068 -0.955 1.090  0.018

HOMO level = -8.491 eV
E = -1953.88240 Eh
ΔE to the lowest compared entry with this formula, charge and spin = 2.189 eV
maximum force = 2.31 eV/A


Entry 5:
This record from OMol25 describes the molecule C2H4S3. The level of theory is wB97M-V/def2-TZVPD.

Last column: Löwdin charge in e.
Atoms and positions in Å:
S 0.166 2.110 -0.047  0.615
C 0.311 0.440 0.024  -1.252
S 1.215 -0.668 -1.137  0.601
C -0.207 -0.336 1.191  -0.820
S -1.469 -1.340 0.623  0.660
H 2.267 0.515 -1.479  0.033
H 0.636 -0.832 1.922  0.140
H -1.010 0.077 1.930  0.072
H -1.098 -2.019 -0.684  -0.049

HOMO level = -8.888 eV
structure (SMILES) = S=C(S)CS
E = -1273.05439 Eh
ΔE to the lowest compared entry with this formula, charge and spin = 2.652 eV
maximum force = 5.43 eV/A


Entry 6:
This record from OMol25 describes a structure of composition C2H3N. The level of theory is wB97M-V/def2-TZVPD.

Last column: Löwdin charge in e.
Atoms and positions in Å:
C -0.910 -0.078 0.043  -0.392
C 0.457 0.101 0.000  -0.115
N -2.043 0.004 0.007  0.144
H 0.785 0.735 -0.850  0.085
H 0.889 -1.157 -0.227  0.184
H 0.823 0.396 1.028  0.094

HOMO level = -11.404 eV
E = -132.71516 Eh
ΔE to the lowest compared entry with this formula, charge and spin = 0.994 eV
maximum force = 5.77 eV/A


- The lowest maximum force belongs to which entry?
  C16H29BFN4O4


- Which formula does entry 2 have?
  C33H71Br2F2N7O22S2


- Which of these has the lowest E?
  C33H71Br2F2N7O22S2


- Among the records above, which one has the lowest HOMO level?
  C2H3N